No. 1
The following is a DFT calculation (wB97M-V/def2-TZVPD) of 5 unconnected molecules or ions with the total composition C23H35BO15P2S in a non-equilibrium geometry.

Computed properties:
Spin multiplicity   1
LUMO energy   -1.0445 eV
Frontier orbital gap   6.8977 eV
Max |F|   0.0206 Eh/bohr
SMILES string   Cc1ccc(C(C)C)c(OCB([PH2]=S)P(O)O)c1.O=C1OCCO1.O=C1OCCO1.O=C1OCCO1.O=C1OCCO1

The geometry in XYZ format:
```
77
C23H35BO15P2S (wB97M-V/def2-TZVPD)
S 1.238 -1.803 4.760
P -2.821 -2.133 1.908
P -0.561 -1.345 4.137
O 2.457 -6.962 0.238
O -1.784 3.860 1.194
O -0.519 -5.275 -4.635
O -4.795 7.599 -1.059
O 0.646 -1.685 0.661
O -3.849 9.435 -0.161
O -0.385 5.083 -0.078
O 2.543 -5.093 -0.957
O -2.901 -2.739 0.383
O 3.765 -5.260 0.921
O 0.492 -6.300 -6.327
O -2.511 5.742 0.258
O 0.554 -7.218 -4.272
O -2.772 8.308 -1.743
O -3.394 -0.604 1.792
C -3.894 8.372 -0.998
C 4.294 -0.124 1.837
C -0.271 -5.240 -6.915
C 1.828 -1.100 1.101
C 5.307 -2.447 1.833
C 1.945 0.283 1.290
C 2.999 -5.730 0.141
C 0.868 1.357 1.106
C -3.676 5.107 0.795
C -0.542 0.860 0.807
C -2.024 9.510 -1.549
C 1.815 -6.034 -1.761
C 4.154 -1.499 1.648
C 0.094 -2.737 1.453
C 0.209 -6.352 -5.009
C -1.456 4.917 0.406
C -2.526 9.980 -0.196
C -3.070 4.122 1.777
C 2.910 -1.957 1.264
C 3.222 0.724 1.657
C -0.539 -4.340 -5.721
C 1.410 -7.075 -0.737
C 0.838 2.237 2.368
B -1.008 -2.082 2.391
H 0.304 -4.763 -7.703
H -2.786 -0.035 1.296
H -0.960 9.292 -1.572
H 1.372 -8.084 -1.134
H 2.751 -3.015 1.086
H 0.740 1.607 3.257
H -1.570 -1.836 4.983
H -0.841 0.033 4.088
H -2.270 10.210 -2.350
H -4.211 4.617 -0.019
H -2.566 11.061 -0.093
H -4.326 5.846 1.253
H 2.482 -6.440 -2.521
H 5.549 -2.518 2.897
H 5.258 0.285 2.119
H -0.529 0.203 -0.063
H 0.975 -5.548 -2.243
H -3.034 -2.050 -0.280
H 1.179 2.013 0.286
H -1.499 -3.835 -5.758
H -2.920 4.552 2.768
H 1.739 2.840 2.467
H 0.006 2.939 2.330
H 6.189 -2.083 1.306
H -1.160 1.719 0.534
H -1.186 -5.660 -7.335
H -0.389 -3.431 0.760
H -1.001 0.374 1.670
H 3.388 1.787 1.790
H 0.845 -3.306 2.007
H 0.460 -6.838 -0.255
H -3.632 3.195 1.866
H 5.047 -3.447 1.491
H 0.254 -3.607 -5.565
H -1.951 9.557 0.629
```

No. 2
The following is a DFT calculation (wB97M-V/def2-TZVPD) of a molecular structure, C17H34O2P2Pb in a non-equilibrium geometry.

Computed properties:
Spin multiplicity   1
LUMO energy   -0.2671 eV
Frontier orbital gap   6.6134 eV
Energy above the lowest of the compared OMol25 structures with the same formula, charge and spin   0.0 kJ/mol
Max |F|   0.0552 Eh/bohr

The geometry in XYZ format:
```
56
C17H34O2P2Pb (wB97M-V/def2-TZVPD)
Pb 1.241 0.004 -0.579
P -0.138 2.396 -2.237
P -0.162 -2.130 -2.079
O -0.793 0.708 0.231
O -2.517 2.123 0.376
C -0.720 1.803 -5.789
C 1.829 -0.307 -6.720
C -0.739 -0.462 -2.810
C 1.311 1.102 -7.089
C -1.921 2.565 -2.681
C 0.735 3.619 -3.306
C -1.158 -0.504 -6.841
C 0.276 0.680 -3.038
C -1.413 1.610 2.387
C 1.508 -2.570 -2.765
C -0.313 -1.134 -5.755
C 0.618 1.822 -5.982
C 1.027 -1.013 -5.663
C -1.655 0.927 -6.573
C 0.408 -1.928 0.552
C -1.306 -3.392 -2.785
C -1.602 1.489 0.906
H -1.043 -3.726 -3.796
H 0.195 0.937 -4.086
H -0.688 -1.969 0.620
H 1.308 2.392 -5.361
H 0.766 -1.672 1.565
H 1.589 -1.679 -5.012
H 2.198 1.694 -7.374
H 0.637 4.606 -2.821
H -1.169 0.648 2.847
H 2.863 -0.235 -6.371
H 1.810 3.380 -3.337
H -2.337 -3.023 -2.789
H 2.099 -2.990 -1.944
H -0.653 -0.520 -7.822
H -2.327 1.996 2.836
H -1.892 1.387 -7.555
H -2.421 2.902 -1.763
H 0.787 -2.939 0.339
H -1.199 -0.659 -3.789
H -2.610 0.898 -6.031
H -2.390 1.614 -2.956
H -0.842 -1.942 -5.223
H -2.066 -1.132 -6.944
H 1.835 -0.892 -7.663
H 1.432 -3.333 -3.544
H 0.689 1.036 -8.002
H -0.601 2.317 2.614
H -1.266 -4.268 -2.128
H -2.058 3.302 -3.478
H 1.355 0.440 -2.928
H 2.066 -1.709 -3.166
H 0.339 3.699 -4.327
H -1.204 2.469 -5.071
H -1.552 -0.086 -2.161
```

No. 3
The following is a DFT calculation (wB97M-V/def2-TZVPD) of a molecular structure, C57H42CoOP3S4Si in a non-equilibrium geometry.

Computed properties:
Spin multiplicity   1
LUMO energy (alpha / beta)   -0.4188 / -0.4063 eV
Frontier orbital gap (alpha / beta)   5.6313 / 5.6453 eV
Energy above the lowest of the compared OMol25 structures with the same formula, charge and spin   104.0 kJ/mol
Max |F|   0.0537 Eh/bohr

The geometry in XYZ format:
```
109
C57H42CoOP3S4Si (wB97M-V/def2-TZVPD)
Co -0.534 -0.641 -0.095
S -2.721 -5.301 0.528
S -0.566 -3.260 0.289
S -4.844 -3.407 -0.209
S -2.980 -1.097 -0.373
P -0.084 -0.910 -2.550
P -0.225 1.690 0.037
P -0.074 -0.795 2.394
Si 1.769 -0.842 -0.021
O -5.235 -5.982 0.153
C -3.320 2.487 2.534
C 3.574 -3.588 2.609
C 4.285 2.386 0.791
C 4.085 -2.784 -2.914
C -2.215 -3.643 0.230
C 1.517 -2.824 3.578
C -0.719 1.186 -4.279
C 1.624 0.948 -3.811
C 0.312 0.536 -3.601
C -1.235 -1.443 3.651
C 2.449 -1.549 -1.651
C -2.987 3.679 3.157
C 2.458 1.789 4.339
C -2.426 -1.994 3.204
C -1.328 4.580 -3.369
C -1.957 -2.836 -3.199
C 1.974 0.791 3.513
C -3.022 -2.575 5.450
C -2.304 3.897 -2.658
C 2.070 3.292 0.562
C -2.950 -3.214 -5.350
C -1.861 -1.973 5.912
C -1.758 4.264 2.896
C 1.583 2.589 5.055
C -2.442 1.903 1.639
C -1.942 3.042 -1.636
C 3.740 -2.028 -1.810
C -2.090 -2.274 -5.895
C -0.876 3.679 2.006
C 2.263 -1.918 1.465
C 0.881 2.535 -5.452
C -0.964 -1.420 5.019
C 2.636 -3.636 3.629
C 1.905 1.937 -4.738
C -0.270 1.386 4.121
C 1.871 -2.513 -3.793
C -4.440 -5.093 0.158
C 3.782 1.125 0.529
C -0.434 2.163 -5.213
C 0.009 4.382 -3.066
C 1.328 -1.963 2.507
C -1.214 2.500 1.355
C -3.220 -2.749 -0.085
C 0.216 2.378 4.949
C 0.606 0.577 3.398
C -3.309 -2.578 4.096
C 3.422 3.470 0.798
C 1.550 2.016 0.360
C 1.522 -1.772 -2.673
C -1.137 -1.846 -3.725
C 3.142 -3.049 -3.895
C -0.598 2.859 -1.310
C 3.378 -2.740 1.535
C -1.193 -1.593 -5.093
C 0.378 3.512 -2.056
C 2.424 0.927 0.320
C -2.864 -3.505 -3.998
H 4.450 0.275 0.482
H -1.480 5.187 3.384
H -4.222 -3.028 3.736
H 1.964 3.366 5.704
H 1.432 4.160 0.491
H 2.775 -4.303 4.467
H 0.778 4.900 -3.620
H 4.458 -4.207 2.652
H -1.239 2.624 -5.769
H 1.426 3.345 -1.855
H -3.702 -3.036 6.150
H 2.933 2.221 -4.914
H -1.606 5.254 -4.167
H 5.342 2.532 0.967
H 3.526 1.930 4.428
H 3.799 4.467 0.965
H -1.878 -3.083 -2.155
H -2.702 2.507 -1.082
H 1.150 -2.674 -4.581
H -3.676 -3.721 -5.971
H 0.079 4.149 1.840
H 0.792 -2.867 4.376
H -0.535 -0.861 -5.535
H -0.477 2.983 5.517
H -3.671 4.150 3.849
H -1.335 1.213 4.057
H 3.399 -3.660 -4.747
H 1.104 3.295 -6.189
H 4.482 -1.793 -1.062
H -0.057 -0.960 5.387
H 2.432 0.474 -3.274
H -4.266 2.010 2.747
H -3.349 4.031 -2.902
H -2.712 0.970 1.157
H -2.653 -1.947 2.150
H 4.103 -2.712 0.738
H -1.745 0.893 -4.101
H -1.651 -1.933 6.972
H -3.515 -4.242 -3.555
H -2.118 -2.055 -6.952
H 5.088 -3.174 -3.007
H 2.663 0.152 2.982
```

No. 4
The following is a DFT calculation (wB97M-V/def2-TZVPD) of 2 unconnected molecules or ions with the total composition C6H18N4S2 in a non-equilibrium geometry.

Computed properties:
Spin multiplicity   1
LUMO energy   -6.5268 eV
Frontier orbital gap   7.4899 eV
Energy above the lowest of the compared OMol25 structures with the same formula, charge and spin   53.4 kJ/mol
Max |F|   0.1087 Eh/bohr
Net charge   +2

The geometry in XYZ format:
```
30
C6H18N4S2 (wB97M-V/def2-TZVPD)
S 2.311 2.110 -0.171
S 4.419 1.331 1.977
N 4.716 -1.781 -0.048
N 4.534 0.689 -0.527
N -11.553 0.515 0.025
N 5.831 0.398 -0.139
C -11.376 -0.277 -0.971
C -11.226 0.395 1.389
C 5.990 -1.097 -0.332
C 3.973 1.790 0.158
C 4.009 -2.400 -1.158
C 6.104 0.974 1.388
H 4.003 -1.782 -2.083
H -10.980 -1.346 -0.777
H 6.453 0.872 -0.868
H 2.616 3.259 -0.782
H 3.963 -0.131 -0.483
H 3.009 -2.625 -0.804
H 6.472 1.980 1.299
H -10.350 -0.250 1.465
H -11.953 0.105 2.072
H 6.579 0.227 1.963
H 4.720 -2.415 0.722
H 6.844 -1.251 0.419
H -11.955 1.451 -0.286
H -10.956 1.435 1.515
H 4.301 -3.396 -1.528
H -11.363 -0.128 -2.041
H 6.362 -1.301 -1.342
H 4.502 2.647 -0.053
```

No. 5
The following is a DFT calculation (wB97M-V/def2-TZVPD) of C3H10NS2 in the gas phase in a non-equilibrium geometry.

Computed properties:
Spin multiplicity   2
LUMO energy (alpha / beta)   0.0207 / -0.0216 eV
Frontier orbital gap (alpha / beta)   3.9618 / 7.2879 eV
Energy above the lowest of the compared OMol25 structures with the same formula, charge and spin   177.8 kJ/mol
Max |F|   0.0883 Eh/bohr

The geometry in XYZ format:
```
16
C3H10NS2 (wB97M-V/def2-TZVPD)
S -1.458 0.377 -0.024
S -1.488 -1.802 0.225
N 1.333 -0.380 -0.891
C 0.200 1.020 0.784
C 1.345 1.092 -0.401
C 2.754 1.401 0.080
H 3.519 1.053 -0.650
H 0.367 -0.757 -0.993
H 1.893 -0.576 -1.729
H -0.113 1.979 0.981
H 1.666 -0.927 -0.136
H 2.815 2.397 0.253
H 0.895 1.718 -1.264
H 0.602 0.417 1.689
H -2.672 -1.740 1.094
H 3.047 0.816 1.002
```

No. 6
The following is a DFT calculation (wB97M-V/def2-TZVPD) of C17H19N3O5 in the gas phase in a non-equilibrium geometry.

Computed properties:
Spin multiplicity   1
LUMO energy   0.3366 eV
Frontier orbital gap   8.3747 eV
Energy above the lowest of the compared OMol25 structures with the same formula, charge and spin   397.7 kJ/mol
Max |F|   0.0315 Eh/bohr
SMILES string   COc1ccc(C(=O)NCC(=O)N/N=C/c2ccc(C)o2)cc1OC

The geometry in XYZ format:
```
44
C17H19N3O5 (wB97M-V/def2-TZVPD)
O 6.997 -0.037 0.377
O 0.688 -2.795 0.793
O -5.502 2.130 0.905
O -6.900 -0.217 -0.053
O -0.767 1.478 -0.399
N 2.742 -1.899 0.645
N -0.529 -0.761 -0.488
N 3.545 -0.909 0.222
C -4.749 -1.097 -0.752
C 9.086 1.177 0.080
C -3.528 1.159 0.210
C 4.791 -0.960 0.493
C -6.904 2.269 0.959
C -4.910 1.057 0.314
C -2.746 0.155 -0.344
C -3.375 -0.980 -0.839
C -7.536 -1.371 -0.542
C 5.463 1.236 -0.634
C 0.907 -0.712 -0.396
C 7.621 1.046 -0.122
C -1.274 0.371 -0.403
C 1.404 -1.896 0.404
C 6.718 1.860 -0.753
C 5.679 0.072 0.068
C -5.538 -0.108 -0.172
H 1.371 -0.745 -1.391
H -7.188 -2.273 -0.027
H 3.126 -2.683 1.181
H -2.813 -1.768 -1.317
H 1.213 0.228 0.073
H 9.440 2.094 -0.380
H -0.931 -1.657 -0.250
H 9.607 0.329 -0.362
H 4.519 1.578 -1.002
H -7.393 -1.487 -1.621
H -7.072 3.250 1.404
H 9.322 1.195 1.144
H 5.240 -1.785 1.058
H -8.595 -1.226 -0.334
H -7.365 1.502 1.585
H -5.214 -1.987 -1.146
H -7.352 2.240 -0.037
H 6.933 2.790 -1.240
H -3.054 2.055 0.577
```